An isolated molecule of C21H29N3O2. Source: the Open Molecules 2025 dataset; level of theory: ωB97M-V/def2-TZVPD.

Atoms and positions in Å:
C -2.174 -1.208 -2.927
C -1.454 -0.068 -2.222
O -1.185 -0.379 -0.856
C -0.063 -1.048 -0.581
O 0.729 -1.392 -1.425
C 0.115 -1.337 0.898
C 0.053 -2.881 1.033
C -1.208 -3.464 0.462
C -2.368 -3.549 1.223
C -3.534 -4.061 0.680
C -3.554 -4.504 -0.631
C -2.399 -4.443 -1.392
C -1.236 -3.927 -0.848
C -0.938 -0.665 1.783
C -0.722 0.843 1.879
C 0.699 1.131 2.373
N 1.728 0.515 1.572
C 2.404 1.308 0.582
C 1.658 1.629 -0.729
C 2.278 2.849 -1.419
N 2.010 4.053 -0.682
C 0.884 4.793 -0.710
C 1.042 5.799 0.215
C 2.311 5.572 0.761
N 2.878 4.514 0.212
C 1.534 -0.890 1.357
H -1.521 -2.072 -2.997
H -2.459 -0.895 -3.927
H -3.066 -1.489 -2.371
H -0.509 0.152 -2.730
H -2.078 0.828 -2.190
H 0.138 -3.137 2.092
H 0.914 -3.298 0.506
H -2.358 -3.223 2.252
H -4.428 -4.118 1.284
H -4.463 -4.905 -1.055
H -2.404 -4.800 -2.411
H -0.335 -3.883 -1.443
H -0.856 -1.090 2.787
H -1.937 -0.877 1.401
H -1.442 1.272 2.579
H -0.891 1.302 0.905
H 0.794 0.737 3.395
H 0.880 2.207 2.409
H 3.338 0.795 0.331
H 2.671 2.254 1.064
H 1.707 0.777 -1.407
H 0.609 1.845 -0.518
H 3.362 2.733 -1.477
H 1.872 2.959 -2.429
H 0.075 4.565 -1.375
H 0.352 6.580 0.459
H 2.826 6.129 1.519
H 1.725 -1.400 2.313
H 2.267 -1.242 0.629

Calculated values
Maximum force (eV/A): 0.841
HOMO-LUMO gap (eV): 8.59
Energy relative to the best compared isomer or geometry (same formula, charge and spin) (kcal/mol): 52.95
HOMO level (eV): -7.9
SMILES string: CCOC(=O)[C@]1(Cc2ccccc2)CCCN(CCCn2cccn2)C1

Atomic partial charges in e from the natural (NBO) method, atoms 1 to 2: atom 1 (C): -0.632, atom 2 (C): -0.074